1.
Formula: C5H6OS2
Source: the OMol25 dataset
Level of theory: ωB97M-V/def2-TZVPD

Atoms and positions in Å:
C1 -1.4607 -0.7208 -0.0298
C2 -0.4802 0.3531 -0.3304
C3 0.9145 0.6999 -0.8101
C4 1.5814 1.1672 0.5311
C5 -0.2243 -0.5554 0.8585
H1 -1.9384 -2.5765 -0.2206
H2 -2.4262 -0.3293 0.2748
H3 -0.9504 1.2516 0.0475
H4 1.4772 -0.1663 -1.2161
H5 0.9894 1.5137 -1.5066
H6 0.4296 -1.3808 0.5761
O1 -1.4823 -1.8925 -0.7558
S1 2.8716 2.1190 0.6328
S2 0.6986 0.5173 1.9486

Its total energy is -28997.0908 eV. For the LUMO energy, the calculation gives -0.078 eV. For the frontier orbital gap, the calculation gives 8.54 eV. The HOMO energy is -0.317 hartree.

=====

2.
Formula: C5H6OS2
Source: the OMol25 dataset
Level of theory: ωB97M-V/def2-TZVPD

Atoms and positions in Å:
C1 -0.2078 -0.2518 0.5411
C2 -0.3338 -0.7124 -0.9194
C3 0.5438 0.5391 -1.1153
C4 -0.2022 1.2352 0.0505
C5 1.2658 -0.3680 0.7185
H1 -2.4490 -0.8121 1.4502
H2 0.1355 -1.6971 -1.1791
H3 -1.3865 -0.7002 -1.3199
H4 0.7750 1.0178 -2.0873
H5 -1.2056 1.6403 -0.2876
H6 0.3080 1.9357 0.7347
O1 1.7516 0.0897 -0.4661
S1 -1.1579 -0.8451 2.0142
S2 2.1629 -1.0710 1.8656

Its total energy is -28998.3952 eV. For the LUMO energy, the calculation gives 0.415 eV. For the frontier orbital gap, the calculation gives 9.28 eV. The HOMO energy is -0.326 hartree.

=====

3.
Formula: C5H6OS2
Source: the OMol25 dataset
Level of theory: ωB97M-V/def2-TZVPD

Atoms and positions in Å:
C1 -2.1303 0.1427 1.0252
C2 -1.3264 -0.7058 0.4892
C3 -0.3520 -0.6134 -0.7846
C4 1.1610 1.0401 -0.5460
C5 2.0068 -0.1616 0.0791
H1 -2.3487 1.1563 0.6081
H2 -2.6215 -0.1951 2.0665
H3 -1.0621 -1.7638 1.1027
H4 -0.9182 -1.2305 -1.4997
H5 2.1874 1.3948 -1.3086
H6 0.6955 2.0591 0.0413
O1 0.0647 0.6318 -1.3386
S1 3.4771 -0.1037 0.5656
S2 1.1667 -1.6509 -0.5002

Its total energy is -28995.9560 eV. For the LUMO energy, the calculation gives -0.367 eV. For the frontier orbital gap, the calculation gives 8.53 eV. The HOMO energy is -0.327 hartree.

=====

4.
Formula: C5H6OS2
Source: the OMol25 dataset
Level of theory: ωB97M-V/def2-TZVPD

Atoms and positions in Å:
C1 -0.0654 1.0763 0.2612
C2 -0.9711 -0.1005 -0.1824
C3 -0.1565 -0.7999 -1.2868
C4 1.1637 -0.7853 -0.5394
C5 0.7235 -0.1429 0.7610
H1 -1.2077 1.1609 2.2951
H2 0.3657 1.7278 -0.5165
H3 -2.0503 0.0065 -0.2496
H4 -0.0851 -0.2473 -2.2320
H5 -0.5028 -1.8235 -1.4851
H6 1.4382 -0.0806 1.6094
O1 -0.5190 -0.8331 0.9935
S1 -0.7396 2.1705 1.5237
S2 2.6062 -1.3290 -0.9522

Its total energy is -28998.1530 eV. For the LUMO energy, the calculation gives -0.256 eV. For the frontier orbital gap, the calculation gives 8.48 eV. The HOMO energy is -0.321 hartree.